This record from the OMol25 dataset describes a cluster of 12 separate species, C5H32N2O12 in total in a non-equilibrium geometry. The level of theory is ωB97M-V/def2-TZVPD.

Properties
E_LUMO (alpha / beta), eV: -4.8 / -9.0
Orbital gap (alpha / beta), eV: 8.361 / 4.142
<S²>: 0.756
Energy above the lowest of the compared OMol25 structures with the same formula, charge and spin, kJ/mol: 531.0
HOMO energy (alpha / beta), eV: -13.191 / -13.190

```
! RIJCOSX wB97M-V def2-TZVPD def2/J DEFGRID3
* xyz 1 2
O -3.34 -1.15 2.94
O 0.14 1.62 0.82
O -0.41 0.15 4.71
O 1.67 1.08 3.17
O 4.31 0.96 -1.07
O 2.39 -2.13 3.15
O 1.49 3.82 0.54
O 1.54 -2.82 -2.31
O -2.28 -3.23 -0.15
O 2.13 0.30 -2.83
O 2.59 -0.66 0.15
O -4.27 0.33 0.82
N -0.02 2.43 -1.36
N -0.25 -0.97 0.21
C -2.40 0.69 -2.36
C -2.17 -0.15 -1.16
C -0.28 1.50 -0.35
C -1.52 0.53 -3.38
C -0.68 0.07 -0.78
H -2.53 -2.57 -0.72
H 3.43 1.01 -1.42
H -2.24 -1.19 -1.45
H 2.19 0.97 -3.59
H 1.45 0.58 2.31
H 0.45 3.44 -1.11
H -2.68 -1.21 3.70
H 1.59 -0.45 -3.20
H 1.35 3.08 1.00
H 4.77 0.47 -1.69
H 0.58 -0.61 0.77
H 0.60 0.08 5.04
H 2.22 -1.58 2.35
H 1.57 -1.89 3.67
H 1.29 -3.22 -1.51
H -0.29 2.20 -2.32
H 3.31 -0.11 -0.11
H -1.20 -3.13 -0.10
H -1.52 1.25 -4.20
H -5.17 -0.02 1.06
H -0.05 -0.28 -1.76
H 1.05 1.87 3.26
H -0.33 0.01 3.73
H -1.06 -1.09 0.93
H -3.25 1.46 -2.49
H 2.28 4.38 0.64
H -3.59 0.43 1.48
H -2.91 0.14 -0.42
H 2.24 -3.17 -2.80
H 2.17 -1.03 -0.63
H -0.96 -0.34 -3.58
H -3.39 -1.84 2.38
*
```

***

This record from the OMol25 dataset describes a cluster of 13 separate species, C5H32O15 in total in a non-equilibrium geometry. The level of theory is ωB97M-V/def2-TZVPD.

Properties
E_LUMO, eV: 4.9
Orbital gap, eV: 8.693
Energy above the lowest of the compared OMol25 structures with the same formula, charge and spin, kJ/mol: 240.9
HOMO energy, eV: -3.768

```
! RIJCOSX wB97M-V def2-TZVPD def2/J DEFGRID3
* xyz -2 1
O 1.44 -0.63 4.42
O 1.41 -4.22 -1.70
O 0.03 1.74 1.57
O 3.77 -0.69 -0.91
O -4.31 1.09 1.09
O -2.44 -0.12 -0.82
O -2.08 0.13 -4.38
O 4.08 0.44 1.74
O 2.41 -2.71 0.34
O 1.79 2.96 -2.77
O 2.67 -1.92 2.46
O -1.83 2.18 -0.02
O -0.98 5.01 0.98
O 1.59 0.56 -0.29
O -4.34 1.63 -1.82
C -1.04 -1.95 -0.54
C 0.41 -2.26 1.68
C -1.43 -0.85 -1.56
C -0.51 -1.40 0.85
C 2.02 -2.32 1.48
H -1.89 -1.38 -2.35
H 0.13 -0.57 0.76
H 2.25 2.13 -2.37
H 2.28 0.19 -0.82
H -3.99 2.18 -1.15
H -2.53 0.32 -3.52
H 3.47 -1.52 -0.44
H -2.00 -2.61 -0.34
H 1.96 -3.73 -0.89
H -1.38 -0.88 1.57
H 1.55 3.38 -1.99
H 0.01 4.85 1.32
H 4.27 -0.46 2.02
H -1.35 4.13 0.84
H 0.29 0.83 1.37
H -1.78 2.45 -0.84
H -3.87 0.76 -1.73
H 0.55 -0.23 4.22
H 4.24 -0.31 -0.13
H 1.80 -1.11 3.70
H -0.65 -0.18 -1.91
H 0.18 -2.04 2.66
H -0.42 -2.58 -1.28
H 1.71 -0.07 0.44
H -2.03 0.86 -0.29
H -4.11 0.66 0.36
H -0.63 2.08 0.93
H -3.63 1.82 1.02
H -1.26 0.54 -4.33
H 0.92 -3.37 -1.92
H 3.06 0.58 1.79
H 0.19 -3.37 1.50
*
```

***

This record from the OMol25 dataset describes a cluster of 11 separate species, C5H33N2O10 in total in a non-equilibrium geometry. The level of theory is ωB97M-V/def2-TZVPD.

Properties
E_LUMO, eV: -2.4
Orbital gap, eV: 10.080
Energy above the lowest of the compared OMol25 structures with the same formula, charge and spin, kJ/mol: 453.4
HOMO energy, eV: -12.451

```
! RIJCOSX wB97M-V def2-TZVPD def2/J DEFGRID3
* xyz 1 1
O 0.20 -2.69 -3.26
O -1.23 0.96 -2.73
O -3.53 -1.99 -0.72
O -0.49 3.48 0.68
O -0.48 -3.46 -0.76
O 0.62 2.59 -1.49
O 1.80 -2.12 -1.30
O 2.72 1.05 -0.87
O 1.50 3.35 2.46
O -2.88 1.76 0.28
N -1.48 -1.05 -1.40
N 1.69 0.54 3.57
C -0.14 -0.59 -0.84
C 1.17 -0.46 1.38
C 0.56 -0.02 2.75
C 0.14 -1.01 0.38
C -0.07 -1.28 3.38
H -4.22 -1.97 -0.07
H -0.87 -1.61 2.64
H 1.05 -2.38 -2.94
H 2.54 0.33 3.07
H 0.91 3.38 -1.93
H -0.23 -1.98 -3.71
H 2.09 -1.29 -1.04
H -0.35 -1.81 0.96
H 0.19 2.99 -0.59
H -0.45 -1.11 4.50
H -2.15 2.36 0.52
H -0.27 -3.66 -1.66
H 1.95 1.59 -0.98
H -1.13 1.28 -3.57
H 2.67 -2.57 -1.30
H 1.92 -1.32 1.53
H 0.44 -3.69 -0.51
H 3.37 1.76 -1.13
H 0.57 0.02 -1.48
H -3.18 1.47 1.11
H 0.76 -1.98 3.30
H 1.80 0.13 4.52
H -0.91 4.29 0.68
H 2.44 3.37 2.07
H -2.13 -0.37 -1.42
H 1.78 0.35 0.97
H -1.84 -1.82 -0.75
H 1.68 2.54 3.01
H -0.13 0.86 2.69
H -0.85 1.78 -2.18
H -1.22 -1.47 -2.30
H -3.64 -2.66 -1.33
H 0.22 3.47 1.45
*
```

***

This record from the OMol25 dataset describes a cluster of 11 separate species, C5H33N2O11 in total in a non-equilibrium geometry. The level of theory is ωB97M-V/def2-TZVPD.

Properties
E_LUMO, eV: 2.5
Orbital gap, eV: 8.114
Energy above the lowest of the compared OMol25 structures with the same formula, charge and spin, kJ/mol: 455.3
HOMO energy, eV: -5.635

```
! RIJCOSX wB97M-V def2-TZVPD def2/J DEFGRID3
* xyz -1 1
O 0.59 -4.04 -0.08
O 1.61 -3.21 -2.43
O -0.60 -2.11 -1.89
O -2.45 3.94 1.16
O 0.55 4.08 2.60
O -2.87 -1.50 2.10
O -4.31 0.57 0.01
O 3.01 3.14 -0.66
O -0.13 -1.06 -4.21
O -2.34 1.49 2.73
O -0.12 1.27 -3.28
N -0.32 1.75 0.43
N -0.28 -1.11 0.27
C 3.50 -1.35 0.85
C 2.06 -1.23 1.27
C 0.63 0.94 1.16
C -0.90 -1.09 -1.09
C 1.04 -0.37 0.38
H -4.03 1.36 -0.45
H -2.18 -1.83 1.50
H 1.50 1.70 1.36
H 1.76 -2.34 1.25
H -0.89 0.89 -2.83
H -2.35 1.09 1.84
H 0.83 -4.56 -0.77
H -1.42 1.40 0.45
H -1.50 3.71 1.11
H -4.68 0.87 0.86
H -0.71 -0.04 -1.54
H 0.19 -3.31 -0.65
H 0.77 -2.79 -2.04
H 0.25 0.73 2.07
H -0.16 1.63 -0.59
H 1.04 3.41 3.14
H -1.97 -1.33 -0.86
H -0.54 -1.66 -3.37
H 2.48 2.57 -1.18
H 1.88 -2.53 -3.02
H 2.00 -1.19 2.32
H -3.27 -0.85 1.49
H 3.76 2.67 -0.43
H 1.50 -0.37 -0.65
H 3.83 -2.30 0.43
H 0.22 0.30 -3.59
H -2.73 0.91 3.43
H 0.12 3.63 1.90
H -2.70 3.29 1.82
H -0.12 -2.08 0.63
H 0.65 -1.37 -4.68
H 4.25 -1.15 1.57
H 3.57 -0.58 0.15
*
```

***

This record from the OMol25 dataset describes a structure of composition C5H33N3O12 in a non-equilibrium geometry. The level of theory is ωB97M-V/def2-TZVPD.

Properties
E_LUMO, eV: -0.1
Orbital gap, eV: 8.876
Energy above the lowest of the compared OMol25 structures with the same formula, charge and spin, kJ/mol: 0.0
HOMO energy, eV: -9.000

```
! RIJCOSX wB97M-V def2-TZVPD def2/J DEFGRID3
* xyz 0 1
O -0.39 0.11 -2.21
O 1.78 0.27 5.01
O 3.90 1.00 1.30
O 1.60 -1.63 -1.99
O 1.77 1.67 -1.98
O -5.00 -1.53 -1.61
O 2.93 -1.14 0.31
O -0.80 2.90 -2.36
O 0.90 1.83 1.29
O -2.88 -0.78 -3.26
O 1.86 -0.51 2.51
O 3.80 2.14 -0.47
N -0.63 -1.97 1.43
N -1.78 1.05 0.16
N -0.33 -2.64 -0.70
C 0.22 -2.51 0.49
C -1.81 -1.66 0.72
C -3.02 0.44 0.67
C -2.87 -0.87 1.41
C -1.58 -2.10 -0.56
H 1.41 2.57 -1.92
H -2.35 -2.34 -1.31
H 1.14 -2.94 0.85
H 0.87 -2.27 -1.93
H 1.30 2.36 0.59
H -1.17 2.03 -2.50
H 3.30 1.77 -1.29
H 0.88 1.19 -1.95
H 4.72 2.20 -0.76
H -1.99 -1.00 -2.92
H -1.43 3.48 -1.92
H -4.55 -1.26 -2.42
H 3.96 1.40 0.40
H -3.90 -1.36 1.37
H 2.03 -1.56 -1.12
H -0.45 0.03 -1.24
H 1.37 0.32 2.19
H 2.72 -0.06 2.68
H -3.49 1.15 1.35
H -0.97 0.96 0.77
H -3.63 0.43 -0.28
H -4.25 -1.57 -1.02
H -2.70 -0.61 2.44
H 0.46 -0.44 -2.35
H 2.65 -0.20 0.56
H 4.67 0.55 1.68
H -0.48 -1.92 2.42
H 2.72 0.13 4.98
H -1.90 2.01 -0.15
H 2.11 -1.36 0.80
H 1.52 0.25 4.06
H -2.94 -0.51 -4.17
H 0.70 2.53 1.94
*
```

***

This record from the OMol25 dataset describes a structure of composition C5H33NO16S. The level of theory is ωB97M-V/def2-TZVPD.

Properties
E_LUMO, eV: -0.1
Orbital gap, eV: 8.856
HOMO energy, eV: -9.005

```
! RIJCOSX wB97M-V def2-TZVPD def2/J DEFGRID3
* xyz 0 1
S 0.56 1.22 1.20
O -0.52 4.88 -0.50
O -0.34 -2.49 -2.18
O 4.01 3.71 1.57
O -0.16 -3.71 0.80
O -2.81 -0.06 -1.41
O 1.06 1.49 -2.99
O 3.36 -0.09 4.41
O 1.46 2.24 0.79
O -0.49 0.85 0.30
O -0.06 1.54 2.60
O -5.79 1.00 -1.73
O -0.12 -1.99 -5.07
O 1.38 -0.02 1.66
O 2.53 -0.94 -4.30
O 4.67 -0.63 1.91
O -3.44 2.78 -2.16
N -2.63 -2.80 0.22
C -0.46 0.25 3.15
C -1.90 -2.04 1.23
C 0.71 -0.69 2.79
C -0.38 -2.36 1.15
C 0.36 -2.13 2.47
H 3.84 -0.24 1.60
H -0.03 -3.05 -2.90
H -0.25 -2.52 3.28
H -2.81 3.44 -2.48
H 1.29 -2.69 2.45
H 0.22 5.07 -1.09
H -5.69 0.93 -0.77
H 2.26 -0.94 -3.38
H -1.93 0.33 -1.31
H -2.90 -2.16 -0.51
H -3.51 -3.12 0.61
H -1.41 -0.02 2.70
H 3.44 -0.62 -4.32
H -0.54 0.39 4.23
H 3.86 4.61 1.87
H -3.27 2.71 -1.21
H -2.27 -2.22 2.25
H 0.77 -1.61 -4.97
H -3.22 0.46 -2.11
H 1.23 1.59 -2.04
H 1.45 -0.64 3.58
H -0.16 4.26 0.14
H -1.10 -2.03 -2.57
H 3.89 -0.63 3.82
H 4.92 -1.24 1.21
H 3.91 0.68 4.59
H -0.52 -1.47 -5.78
H 3.13 3.37 1.36
H -2.02 -0.97 1.03
H -0.16 -3.75 -0.16
H 0.04 -1.71 0.37
H -5.16 1.69 -1.98
H 1.70 2.09 -3.40
*
```

***

This record from the OMol25 dataset describes a cluster of 12 separate species, C5H34NO11 in total in a non-equilibrium geometry. The level of theory is ωB97M-V/def2-TZVPD.

Properties
E_LUMO (alpha / beta), eV: -7.4 / -11.5
Orbital gap (alpha / beta), eV: 10.009 / 5.860
<S²>: 0.753
Energy above the lowest of the compared OMol25 structures with the same formula, charge and spin, kJ/mol: 49.2
HOMO energy (alpha / beta), eV: -17.368 / -17.368

```
! RIJCOSX wB97M-V def2-TZVPD def2/J DEFGRID3
* xyz 2 2
O -0.90 3.13 1.86
O 1.83 -3.26 0.25
O 0.95 -2.68 -2.25
O 4.44 -1.44 0.03
O -3.30 2.09 1.69
O -3.98 2.00 -1.32
O 3.11 -1.07 -2.19
O -3.27 -2.12 -2.42
O -3.27 -0.17 -0.14
O 0.77 1.23 2.39
O 2.37 -0.68 3.08
N 0.13 -1.40 1.31
C 0.47 0.47 -1.04
C 1.72 2.59 -1.02
C -0.78 -0.32 -0.82
C 0.52 1.75 -0.74
C -0.97 -0.63 0.67
H 0.30 1.69 3.08
H -1.97 -1.24 0.73
H -0.16 -2.03 2.09
H 2.28 2.33 -2.00
H 1.72 -3.26 -0.81
H -2.54 -2.47 -2.01
H 3.94 -1.15 -1.55
H -3.91 2.61 -0.57
H 0.73 1.85 1.66
H -3.82 -0.90 -0.55
H 0.79 -1.76 0.59
H 1.33 -0.06 -1.38
H -1.32 3.97 1.80
H -2.85 -1.63 -3.06
H -3.83 1.31 2.13
H 4.21 -2.24 0.40
H 1.47 3.73 -1.00
H 0.77 -0.72 1.81
H -3.02 1.52 0.91
H -1.75 0.27 -1.06
H 1.90 -2.77 -2.36
H 2.05 -4.01 0.72
H 2.45 -0.80 4.06
H -3.32 2.35 -2.06
H 2.46 2.40 -0.14
H -1.74 2.62 2.08
H -0.32 2.26 -0.34
H -1.33 0.25 1.31
H 3.54 -0.72 -3.05
H 0.52 -1.86 -2.00
H 3.81 -0.77 0.20
H -0.76 -1.13 -1.51
H -3.76 0.55 -0.54
H 2.28 0.32 3.09
*
```

***

This record from the OMol25 dataset describes a cluster of 13 separate species, C5H34NO14 in total in a non-equilibrium geometry. The level of theory is ωB97M-V/def2-TZVPD.

Properties
E_LUMO, eV: 2.2
Orbital gap, eV: 8.279
Energy above the lowest of the compared OMol25 structures with the same formula, charge and spin, kJ/mol: 214.5
HOMO energy, eV: -6.061

```
! RIJCOSX wB97M-V def2-TZVPD def2/J DEFGRID3
* xyz -1 1
O -2.77 -3.57 0.26
O 1.60 -0.04 -0.40
O 1.23 1.84 0.78
O 0.42 -1.27 4.33
O 0.92 -1.92 -2.86
O 2.28 -2.34 0.76
O 2.11 1.52 3.65
O -0.57 3.89 1.33
O 3.66 0.01 1.86
O -4.36 1.01 -1.43
O 4.21 -0.23 -1.46
O 1.91 4.31 -0.60
O -4.01 -2.34 -1.77
O -1.87 -1.66 -3.45
N -0.92 -0.74 0.95
C -0.65 0.44 0.17
C 0.87 0.76 0.27
C -2.10 -0.67 1.81
C -1.11 1.58 -2.16
C -1.05 0.33 -1.29
H 1.42 -1.10 -2.85
H -0.07 4.34 0.63
H -1.96 0.08 2.59
H 1.92 3.51 -0.04
H 0.36 -2.03 3.78
H 0.64 -0.56 3.71
H -0.10 1.99 -2.08
H 1.87 3.96 -1.49
H -2.26 -1.57 2.43
H -2.51 -4.28 -0.34
H 2.13 -1.41 0.47
H -1.87 2.29 -1.84
H -1.58 -2.06 -4.27
H -0.40 -0.39 -1.78
H 3.30 -0.55 -1.30
H 2.75 0.86 3.38
H -3.00 -0.70 1.22
H -2.00 -0.72 -3.63
H -2.05 -0.13 -1.23
H 3.98 0.48 -2.07
H -1.18 1.31 0.57
H -3.70 0.80 -0.77
H -3.21 -2.11 -2.22
H -0.16 3.01 1.37
H -0.94 -1.63 0.47
H -3.84 -2.41 -0.82
H -2.13 -3.62 0.99
H 1.58 1.73 2.87
H 1.10 -2.05 -1.91
H 3.14 -2.63 0.57
H 3.44 0.29 0.96
H 3.06 -0.71 2.07
H -1.33 1.25 -3.17
H -4.37 0.34 -2.12
*
```

***

This record from the OMol25 dataset describes a cluster of 11 separate species, C5H35N2O10 in total in a non-equilibrium geometry. The level of theory is ωB97M-V/def2-TZVPD.

Properties
E_LUMO, eV: -2.6
Orbital gap, eV: 10.420
Energy above the lowest of the compared OMol25 structures with the same formula, charge and spin, kJ/mol: 449.7
HOMO energy, eV: -13.054

```
! RIJCOSX wB97M-V def2-TZVPD def2/J DEFGRID3
* xyz 1 1
O -2.11 2.26 2.96
O 3.10 -0.30 0.30
O -4.60 0.61 0.84
O 2.57 1.47 -2.71
O 0.54 -0.94 3.23
O 1.53 1.60 2.79
O 1.45 -2.51 -0.41
O -1.14 1.36 -3.32
O 1.18 -1.75 -2.96
O 3.47 2.50 -0.49
N -0.73 -2.28 1.35
N 0.93 1.10 -0.27
C -1.63 -3.00 0.43
C -2.41 -1.93 -0.42
C -1.54 -0.65 -0.84
C -1.62 0.61 0.06
C -0.44 1.57 0.12
H -4.13 0.96 0.10
H -1.69 2.59 3.77
H -0.30 1.01 -3.00
H 3.17 0.45 0.92
H -1.98 -0.27 -1.83
H 2.61 2.43 -2.69
H 0.24 -1.73 -3.12
H 0.90 -0.03 3.02
H 3.68 3.42 -0.37
H -2.46 -3.50 1.03
H -2.39 1.21 -0.44
H 1.35 -2.72 -1.34
H -0.33 -2.97 2.07
H -1.62 0.43 1.17
H 2.50 2.44 -0.36
H -4.18 0.74 1.70
H 1.47 1.40 1.82
H -0.18 2.05 1.08
H -1.00 1.27 -4.26
H 1.27 -1.32 3.73
H 0.94 1.03 -1.31
H -2.70 -2.44 -1.33
H 0.12 -2.01 0.77
H 3.37 0.06 -0.55
H 2.26 -1.97 -0.40
H -3.39 -1.63 -0.01
H -0.89 -1.35 1.75
H 1.09 0.14 0.07
H 3.53 1.34 -2.72
H -0.67 2.39 -0.69
H -0.52 -0.83 -1.04
H 2.36 2.06 2.87
H -1.62 1.47 2.75
H 1.63 -2.10 -3.74
H -1.01 -3.74 -0.14
*
```